{
  "formula": "C4H6O2",
  "method": "ωB97M-V/def2-TZVPD",
  "orbital_gap_ev": 7.96,
  "energy_ha": -306.30915,
  "symbols": ["O", "C", "C", "C", "O", "C", "H", "H", "H", "H", "H", "H"],
  "positions_angstrom": [[-0.1517, 1.3560, -1.6075], [-0.0310, 0.6114, -0.5157], [-1.1201, 0.0529, 0.3592], [0.0141, -1.0010, 0.8547], [0.0951, -2.0945, 0.1481], [1.0106, -0.1514, 0.0480], [0.6413, 1.2713, -2.1608], [0.8408, 1.0906, 0.4291], [-1.6279, 0.7550, 1.0283], [-1.8260, -0.4983, -0.2614], [0.1321, -1.0212, 1.9561], [2.0228, -0.3707, -0.2780]],
  "mulliken_charge": [-0.469, 0.317, -0.698, 0.272, -0.768, -0.559, 0.352, 0.153, 0.325, 0.294, 0.312, 0.470]
}

***

{
  "formula": "C4H6O2P",
  "method": "ωB97M-V/def2-TZVPD",
  "charge": -1,
  "orbital_gap_ev": 7.91,
  "energy_ha": -647.85046,
  "smiles": "[H]/P=C(\\CC)C(=O)[O-]",
  "symbols": ["H", "P", "C", "C", "C", "C", "O", "O", "H", "H", "H", "H", "H"],
  "positions_angstrom": [[2.1480, -1.1058, 0.7333], [1.9050, -0.9768, -0.7591], [0.2978, -0.5095, -0.7148], [-0.6503, -0.3120, 0.4202], [-0.2688, 0.8333, 1.4181], [-0.2284, -0.0157, -2.0399], [-1.4011, 0.2956, -2.2632], [0.7074, -0.1297, -2.8743], [-0.6902, -1.2864, 1.1158], [-1.7055, -0.2103, 0.0727], [-0.8654, 1.0474, 2.2784], [0.7137, 0.6034, 1.8530], [0.0377, 1.7665, 0.7596]],
  "mulliken_charge": [-0.060, -0.104, 0.314, -0.467, -1.041, 0.402, -0.719, -0.719, 0.224, 0.289, 0.381, 0.254, 0.248]
}

***

{
  "formula": "C4H6O2Rh",
  "method": "ωB97M-V/def2-TZVPD",
  "charge": 1,
  "spin_multiplicity": 5,
  "orbital_gap_ev": [7.27, 6.04],
  "energy_ha": -416.51984,
  "symbols": ["H", "O", "C", "C", "C", "C", "O", "Rh", "H", "H", "H", "H", "H"],
  "positions_angstrom": [[-1.4303, -3.0743, -2.2541], [-2.3019, -1.1256, -2.6926], [-1.4075, -1.8173, -1.8014], [-0.1226, -1.2267, -1.5744], [0.5463, -1.6084, -0.2746], [1.8540, -0.9691, -0.0110], [2.3847, -0.1752, -0.7981], [1.1367, 0.0199, -2.4066], [-1.7298, -0.7069, -3.3466], [-1.9822, -2.0254, -0.8832], [0.7751, -2.6952, -0.1515], [-0.0478, -1.3951, 0.6451], [2.3835, -1.2147, 0.9261]],
  "mulliken_charge": [0.226, -0.418, -0.013, 0.148, -0.550, 0.286, -0.592, 0.170, 0.251, 0.325, 0.370, 0.384, 0.413]
}

***

Record-wise energy above the lowest of the compared OMol25 structures with the same formula, charge and spin values, in kcal/mol: 123.7, 35.3, 0.0